# C2H3O3

The ion C2H3O3 with charge +1 in a non-equilibrium geometry (ωB97M-V/def2-TZVPD, OMol25).

Geometry as ORCA input:
```
! wB97M-V def2-TZVPD RIJCOSX def2/J DEFGRID3
* xyz 1 1
C -1.469 0.343 -0.115
C -0.429 -0.413 0.157
O 3.075 0.200 -0.135
O 0.951 0.373 0.240
O 2.018 -0.358 -0.086
H -2.457 -0.092 -0.130
H -1.384 1.390 -0.368
H -0.305 -1.444 0.438
*
```

Values from the calculation:
Energy relative to the best compared isomer or geometry (same formula, charge and spin) ... 841.8 kJ/mol
Energy ... -303.09185 hartree
Molar mass ... 75.04 g/mol

# C2H3O3

A cluster of 2 separate species, C2H3O3 in total in a non-equilibrium geometry (ωB97M-V/def2-TZVPD, OMol25).

Geometry as ORCA input:
```
! wB97M-V def2-TZVPD RIJCOSX def2/J DEFGRID3
* xyz 1 1
C -1.807 -0.049 0.242
C 2.383 0.185 -0.149
O 1.399 0.586 -0.648
O -0.969 -0.676 -0.373
O 3.355 -0.160 0.306
H -1.517 0.816 0.759
H -2.957 -0.390 0.207
H 0.114 -0.312 -0.345
*
```

Values from the calculation:
Energy relative to the best compared isomer or geometry (same formula, charge and spin) ... 0.0 kJ/mol
Energy ... -303.41247 hartree
Molar mass ... 75.04 g/mol

# C2H3O3S

A cluster of 3 separate species, C2H3O3S in total in a non-equilibrium geometry (ωB97M-V/def2-TZVPD, OMol25).

Geometry as ORCA input:
```
! wB97M-V def2-TZVPD RIJCOSX def2/J DEFGRID3
* xyz -1 1
C -2.214 -0.364 -3.178
C -1.732 -0.009 -2.142
O 2.268 -1.279 4.177
O 3.424 0.552 3.040
O -0.504 0.793 0.251
S 2.264 -0.341 3.048
H -2.643 -0.683 -4.090
H 0.415 1.026 0.100
H -1.277 0.305 -1.205
*
```

Values from the calculation:
Energy relative to the best compared isomer or geometry (same formula, charge and spin) ... 435.9 kJ/mol
Energy ... -701.82879 hartree
Molar mass ... 107.11 g/mol

# C2H3O4S2

A cluster of 2 separate species, C2H3O4S2 in total in a non-equilibrium geometry (ωB97M-V/def2-TZVPD, OMol25).

Geometry as ORCA input:
```
! wB97M-V def2-TZVPD RIJCOSX def2/J DEFGRID3
* xyz -1 1
C -0.127 -0.310 0.970
C 1.747 -0.142 0.073
O -1.961 -2.104 0.282
O -2.251 1.325 0.669
O -0.259 2.114 -0.462
O -1.290 -0.084 -1.202
S -0.982 0.978 0.074
S -0.794 -1.439 -0.306
H 1.783 0.905 -0.156
H 1.711 -0.783 -0.788
H 2.424 -0.461 0.845
*
```

Values from the calculation:
Energy relative to the best compared isomer or geometry (same formula, charge and spin) ... 456.2 kJ/mol
Energy ... -1175.26690 hartree
Molar mass ... 155.18 g/mol

# C2H3OP

An isolated molecule of C2H3OP in a non-equilibrium geometry (ωB97M-V/def2-TZVPD, OMol25).

Geometry as ORCA input:
```
! wB97M-V def2-TZVPD RIJCOSX def2/J DEFGRID3
* xyz 0 1
O -1.154 -1.886 0.142
P -0.710 -0.493 0.430
C 0.952 0.112 0.111
C 0.127 0.488 -0.857
H -1.167 0.453 1.423
H 2.180 0.293 0.458
H -0.228 1.032 -1.707
*
```

Values from the calculation:
Energy relative to the best compared isomer or geometry (same formula, charge and spin) ... 179.0 kJ/mol
Energy ... -494.49535 hartree
Molar mass ... 74.02 g/mol
SMILES ... O=[PH]1C=C1

# C2H3OPS

A structure of composition C2H3OPS in a non-equilibrium geometry (ωB97M-V/def2-TZVPD, OMol25).

Geometry as ORCA input:
```
! wB97M-V def2-TZVPD RIJCOSX def2/J DEFGRID3
* xyz 0 1
C 0.238 -0.956 -0.111
C 0.578 0.520 0.084
O -0.326 1.498 -0.148
P -1.452 -1.300 -0.009
S -2.296 0.554 0.055
H 1.007 -1.787 -0.039
H 1.031 0.607 0.973
H 1.220 0.864 -0.806
*
```

Values from the calculation:
Energy relative to the best compared isomer or geometry (same formula, charge and spin) ... 274.1 kJ/mol
Energy ... -892.65921 hartree
Molar mass ... 106.09 g/mol